The following is a quantum chemistry calculation of a cluster of 2 separate species, C17H40N2O5PS in total, from OMol25.

HOMO, eV: -13.349
Gap between HOMO and LUMO, eV: 10.680
Total charge: +1

Bonds (Å) are listed after each position.
Cartesian coordinates (Å):
1 C 2.450 4.355 2.628  C2 1.536, H23 1.092, H24 1.089, H25 1.090
2 C 1.686 3.065 2.957  C1 1.536, C3 1.528, H26 1.092, H27 1.093
3 C 1.211 2.335 1.701  C2 1.528, C4 1.523, H28 1.094, H29 1.093
4 C 0.319 1.149 2.044  C3 1.523, N5 1.487, H30 1.094, H31 1.091
5 N 0.317 0.095 0.996  C4 1.487, P6 1.659, H32 1.015
6 P -0.766 0.047 -0.260  N5 1.659, C7 1.809, C10 1.793, C18 1.831
7 C -2.483 -0.226 0.239  P6 1.809, C8 1.546, H33 1.095, H34 1.091
8 C -2.645 -1.144 1.474  C7 1.546, C9 1.528, H35 1.090, H36 1.092
9 C -3.285 -0.414 2.652  C8 1.528, H37 1.089, H38 1.091, H39 1.093
10 C -0.284 -1.430 -1.155  P6 1.793, C11 1.539, H40 1.092, H41 1.095
11 C 1.238 -1.614 -1.301  C10 1.539, C12 1.532, H42 1.088, H43 1.092
12 C 1.520 -2.544 -2.486  C11 1.532, C13 1.538, H44 1.092, H45 1.091
13 C 2.976 -2.735 -2.942  C12 1.538, S14 1.778, H46 1.091, H47 1.091
14 S 4.270 -2.169 -1.863  C13 1.778, O15 1.423, O16 1.426, O17 1.605
15 O 5.511 -2.580 -2.423  S14 1.423
16 O 3.924 -2.469 -0.512  S14 1.426
17 O 4.165 -0.571 -1.967  S14 1.605, H48 0.965
18 C -0.608 1.565 -1.273  P6 1.831, C19 1.539, C20 1.539, H49 1.093
19 C -0.361 1.193 -2.746  C18 1.539, H50 1.092, H51 1.090, H52 1.089
20 C -1.822 2.506 -1.177  C18 1.539, C21 1.525, H53 1.094, H54 1.093
21 C -1.930 3.348 0.090  C20 1.525, C22 1.525, H55 1.093, H56 1.095
22 C -3.291 4.026 0.198  C21 1.525, H57 1.093, H58 1.091, H59 1.090
23 H 2.774 4.363 1.585  C1 1.092
24 H 3.344 4.463 3.241  C1 1.089
25 H 1.835 5.241 2.781  C1 1.090
26 H 2.328 2.388 3.524  C2 1.092
27 H 0.820 3.295 3.584  C2 1.093
28 H 2.078 1.960 1.148  C3 1.094
29 H 0.700 3.045 1.047  C3 1.093
30 H -0.700 1.464 2.289  C4 1.094
31 H 0.716 0.675 2.942  C4 1.091
32 H 0.355 -0.822 1.430  N5 1.015
33 H -2.964 -0.676 -0.635  C7 1.095
34 H -2.977 0.732 0.404  C7 1.091
35 H -3.276 -1.983 1.182  C8 1.090
36 H -1.694 -1.587 1.780  C8 1.092
37 H -3.145 -0.960 3.583  C9 1.089
38 H -4.355 -0.282 2.486  C9 1.091
39 H -2.860 0.585 2.784  C9 1.093
40 H -0.786 -1.431 -2.125  C10 1.092
41 H -0.713 -2.258 -0.582  C10 1.095
42 H 1.619 -2.074 -0.391  C11 1.088
43 H 1.746 -0.653 -1.401  C11 1.092
44 H 0.945 -2.212 -3.353  C12 1.092
45 H 1.129 -3.523 -2.206  C12 1.091
46 H 3.174 -2.292 -3.919  C13 1.091
47 H 3.218 -3.795 -3.032  C13 1.091
48 H 4.080 -0.292 -2.887  O17 0.965
49 H 0.289 2.060 -0.893  C18 1.093
50 H -1.195 0.625 -3.164  C19 1.092
51 H 0.547 0.606 -2.883  C19 1.090
52 H -0.279 2.111 -3.326  C19 1.089
53 H -2.748 1.944 -1.334  C20 1.094
54 H -1.755 3.180 -2.035  C20 1.093
55 H -1.148 4.112 0.070  C21 1.093
56 H -1.753 2.741 0.984  C21 1.095
57 H -4.098 3.289 0.206  C22 1.093
58 H -3.460 4.709 -0.635  C22 1.091
59 H -3.370 4.603 1.119  C22 1.090
60 C 0.190 -6.172 0.421  N61 1.488, H64 1.083, H65 1.086, H66 1.086
61 N -0.405 -4.859 0.054  C60 1.488, O62 1.218, O63 1.213
62 O -0.378 -3.963 0.879  N61 1.218
63 O -0.883 -4.750 -1.056  N61 1.213
64 H 0.569 -6.101 1.433  C60 1.083
65 H -0.598 -6.915 0.328  C60 1.086
66 H 0.978 -6.377 -0.298  C60 1.086

The computed natural (NBO) charges, all in e, follow: atom 1 (C): -0.61, atom 2 (C): -0.40, atom 3 (C): -0.42, atom 4 (C): -0.21, atom 5 (N): -0.96, atom 6 (P): 1.84, atom 7 (C): -0.80, atom 8 (C): -0.40, atom 9 (C): -0.61, atom 10 (C): -0.79, atom 11 (C): -0.42, atom 12 (C): -0.41, atom 13 (C): -0.69, atom 14 (S): 2.38, atom 15 (O): -0.90, atom 16 (O): -0.93, atom 17 (O): -0.89, atom 18 (C): -0.56, atom 19 (C): -0.60, atom 20 (C): -0.39, atom 21 (C): -0.41, atom 22 (C): -0.60, atom 23 (H): 0.20, atom 24 (H): 0.22, atom 25 (H): 0.21, atom 26 (H): 0.21, atom 27 (H): 0.20, atom 28 (H): 0.22, atom 29 (H): 0.20, atom 30 (H): 0.18, atom 31 (H): 0.22, atom 32 (H): 0.42, atom 33 (H): 0.26, atom 34 (H): 0.26, atom 35 (H): 0.23, atom 36 (H): 0.20, atom 37 (H): 0.23, atom 38 (H): 0.22, atom 39 (H): 0.20, atom 40 (H): 0.26, atom 41 (H): 0.29, atom 42 (H): 0.25, atom 43 (H): 0.22, atom 44 (H): 0.21, atom 45 (H): 0.22, atom 46 (H): 0.24, atom 47 (H): 0.27, atom 48 (H): 0.50, atom 49 (H): 0.26, atom 50 (H): 0.21, atom 51 (H): 0.21, atom 52 (H): 0.24, atom 53 (H): 0.20, atom 54 (H): 0.23, atom 55 (H): 0.21, atom 56 (H): 0.18, atom 57 (H): 0.20, atom 58 (H): 0.22, atom 59 (H): 0.22, atom 60 (C): -0.48, atom 61 (N): 0.54, atom 62 (O): -0.40, atom 63 (O): -0.38, atom 64 (H): 0.24, atom 65 (H): 0.25, atom 66 (H): 0.24